Record 1
68
Properties=species:S:1:pos:R:3:forces:R:3 method="wB97M-V/def2-TZVPD" charge=0 orbital_gap_ev=8.31 smiles="CCN(C1CCCCC1)S(=O)(=O)c1ccc(S(=O)(=O)N(CC(=O)Nc2ccccc2)C2CC2)cc1" lumo_energy_ev=-0.128
C 1.172 -1.485 -4.152 0.01 0.13 -0.24
H 0.313 -2.150 -4.169 -0.09 -0.10 0.03
H 2.056 -2.050 -4.439 0.10 -0.11 0.03
H 1.307 -1.123 -3.136 0.04 -0.03 0.09
C 0.973 -0.320 -5.120 0.57 -0.45 0.20
N -0.192 0.471 -4.790 0.14 1.06 0.55
S 0.099 1.845 -3.919 0.00 -0.32 0.22
O 1.378 2.407 -4.249 0.05 -0.23 0.13
O -1.059 2.687 -3.977 -0.22 -0.18 -0.01
C 0.205 1.189 -2.247 0.18 0.30 -0.37
C 1.382 1.297 -1.531 0.00 0.08 -0.14
C 1.446 0.769 -0.250 0.03 -0.08 0.14
C 0.329 0.147 0.274 0.20 -0.13 0.47
C -0.852 0.040 -0.440 -0.15 0.02 -0.21
C -0.913 0.569 -1.718 -0.08 -0.08 0.21
H -1.811 0.515 -2.312 -0.19 -0.09 -0.01
H -1.693 -0.461 0.012 -0.18 -0.03 -0.03
S 0.370 -0.501 1.941 -0.12 0.57 -0.30
O -0.330 -1.759 1.992 -0.30 -0.06 -0.11
O 1.725 -0.496 2.409 -0.02 0.20 -0.22
N -0.599 0.604 2.711 0.56 -0.73 -0.22
C -0.212 1.976 2.637 0.08 0.58 -0.47
C 1.176 2.408 3.024 0.13 0.15 0.03
C 0.010 2.800 3.873 -0.01 0.02 0.07
H -0.328 3.825 3.848 -0.06 0.03 -0.11
H -0.107 2.324 4.833 0.02 -0.11 0.05
H 1.843 1.647 3.398 -0.03 -0.05 0.07
H 1.655 3.158 2.414 -0.04 0.07 -0.07
H -0.664 2.477 1.782 0.11 0.10 0.14
C -1.497 0.139 3.751 -0.14 -0.37 0.18
C -0.740 -0.263 5.029 -0.46 0.14 -0.25
O -0.766 0.425 6.029 0.01 0.09 0.22
N -0.062 -1.419 4.875 0.08 -0.35 -0.18
C 0.849 -2.026 5.750 0.20 -0.07 0.31
C 1.054 -1.592 7.055 -0.13 0.18 0.04
C 1.967 -2.251 7.859 0.07 -0.11 -0.05
C 2.677 -3.338 7.379 0.09 -0.04 0.10
C 2.472 -3.769 6.078 -0.02 -0.01 -0.01
C 1.563 -3.120 5.266 -0.05 0.09 0.01
H 1.405 -3.444 4.248 0.00 -0.06 -0.12
H 3.024 -4.615 5.695 0.03 -0.06 -0.04
H 3.387 -3.846 8.014 0.06 -0.04 0.05
H 2.123 -1.909 8.871 0.00 0.04 0.08
H 0.504 -0.745 7.430 -0.02 0.01 0.00
H -0.117 -1.862 3.963 -0.15 0.03 0.21
H -2.199 0.940 3.987 0.15 -0.12 -0.02
H -2.038 -0.724 3.353 -0.11 0.09 0.16
H 2.340 0.822 0.350 0.14 0.06 0.01
H 2.224 1.791 -1.990 0.14 0.03 0.03
C -1.403 0.406 -5.588 -0.39 0.04 -0.31
C -2.006 -0.999 -5.605 -0.14 0.28 0.18
C -3.344 -0.973 -6.340 0.20 -0.21 -0.20
C -3.164 -0.454 -7.763 -0.22 0.21 0.13
C -2.541 0.939 -7.751 0.20 -0.22 -0.17
C -1.203 0.921 -7.017 -0.21 0.16 0.21
H -0.777 1.925 -6.971 0.06 0.00 -0.04
H -0.504 0.277 -7.555 0.08 -0.02 -0.02
H -2.396 1.292 -8.774 -0.05 0.09 0.02
H -3.216 1.635 -7.249 -0.06 0.09 -0.01
H -4.129 -0.424 -8.271 0.02 -0.06 -0.07
H -2.515 -1.136 -8.318 0.01 -0.06 -0.07
H -4.038 -0.322 -5.804 -0.08 0.00 0.06
H -3.772 -1.977 -6.360 -0.06 0.03 0.06
H -2.143 -1.352 -4.581 0.07 -0.05 0.04
H -1.328 -1.686 -6.114 0.09 -0.11 0.00
H -2.096 1.084 -5.083 -0.12 -0.15 -0.18
H 0.882 -0.699 -6.139 -0.03 0.14 0.01
H 1.840 0.345 -5.080 0.01 -0.22 -0.22

=====

Record 2
63
Properties=species:S:1:pos:R:3:forces:R:3 method="wB97M-V/def2-TZVPD" charge=+1 orbital_gap_ev=5.30 lumo_energy_ev=-5.069
C -0.565 3.851 2.665 -0.13 -0.01 0.09
C 0.515 2.818 2.902 0.03 0.35 -0.26
N -0.010 1.615 3.465 -0.07 0.03 0.33
C 0.923 0.672 4.055 0.21 0.09 -0.23
C 0.022 -0.513 4.366 -0.14 -0.17 0.31
N -1.258 -0.239 3.681 -0.67 1.02 -0.51
C -1.201 0.993 3.226 1.23 -1.67 0.79
S -2.498 1.810 2.413 -0.44 -0.23 0.42
C -1.659 3.281 1.778 0.04 0.08 -0.46
H -0.974 4.200 3.620 0.02 -0.06 -0.19
H -0.116 4.703 2.144 -0.10 -0.01 0.12
H 1.015 2.602 1.945 0.15 0.05 0.10
H 1.257 3.195 3.610 0.06 0.10 -0.19
H 1.712 0.401 3.339 -0.02 0.18 0.03
H 1.382 1.123 4.936 0.10 -0.11 -0.03
H 0.458 -1.451 4.001 -0.19 0.12 0.12
H -0.094 -0.601 5.464 -0.30 -0.09 -0.50
H -2.463 4.015 1.638 0.25 -0.26 -0.15
H -1.244 2.971 0.808 -0.12 0.46 0.16
C -2.672 -1.050 -4.186 0.01 -0.22 0.31
N -3.789 -1.517 -3.374 -0.47 0.81 -0.26
C -4.863 -2.097 -4.168 0.16 -0.20 0.27
C -3.614 -1.855 -2.021 0.18 -0.20 0.94
C -3.979 -0.948 -0.983 0.15 -0.29 -0.83
C -3.718 -1.238 0.341 0.24 -0.14 0.49
C -3.125 -2.466 0.733 0.08 0.01 -1.00
C -2.837 -2.741 2.106 -0.20 -0.48 0.28
C -2.560 -4.027 2.564 0.02 -0.25 0.01
C -2.313 -4.349 3.896 -0.07 0.36 -0.66
C -1.813 -5.612 4.336 0.26 -0.76 0.24
C -1.720 -5.897 5.723 -0.15 0.41 -0.35
C -1.215 -7.094 6.184 0.41 -0.76 -0.19
C -0.750 -8.090 5.277 -0.35 0.79 -0.34
N -0.193 -9.289 5.748 0.04 -0.17 0.84
C -0.958 -10.527 5.776 -0.08 0.20 -0.20
C 1.247 -9.504 5.782 -0.14 0.21 -0.24
C -0.857 -7.818 3.890 0.05 -0.04 0.14
C -1.357 -6.612 3.429 -0.22 0.17 0.23
C -2.814 -3.394 -0.306 -0.18 0.21 0.26
C -3.049 -3.093 -1.637 -0.04 0.08 -0.06
H -1.899 -0.598 -3.548 -0.22 -0.15 -0.28
H -2.241 -1.881 -4.773 0.12 0.21 0.13
H -3.041 -0.300 -4.899 0.15 -0.10 0.20
H -5.696 -2.402 -3.519 0.25 0.07 -0.28
H -5.218 -1.344 -4.886 -0.02 -0.18 0.20
H -4.499 -2.962 -4.750 -0.23 0.02 0.12
H -4.449 -0.005 -1.266 0.18 -0.28 0.08
H -3.964 -0.519 1.123 0.04 -0.09 -0.23
H -2.811 -1.915 2.824 -0.09 -0.05 -0.17
H -2.566 -4.848 1.842 0.12 0.36 0.26
H -2.537 -3.581 4.637 0.26 -0.12 0.01
H -2.058 -5.135 6.424 0.07 -0.19 -0.06
H -1.144 -7.297 7.255 -0.02 0.06 -0.38
H -2.036 -10.311 5.760 0.36 -0.15 0.00
H -0.687 -11.172 4.921 -0.25 0.06 0.11
H -0.712 -11.082 6.694 -0.16 0.13 -0.18
H 1.776 -8.540 5.771 -0.12 -0.37 0.00
H 1.508 -10.051 6.700 -0.01 0.21 -0.19
H 1.568 -10.123 4.926 0.11 0.23 0.12
H -0.528 -8.580 3.175 -0.07 0.30 0.30
H -1.399 -6.424 2.357 0.06 -0.12 0.27
H -2.358 -4.350 -0.057 -0.04 0.24 -0.13
H -2.778 -3.817 -2.413 -0.09 0.31 0.29

=====

Record 3
68
Properties=species:S:1:pos:R:3:forces:R:3 method="wB97M-V/def2-TZVPD" charge=0 orbital_gap_ev="8.09 / 8.09" lumo_energy_ev="-0.093 / -0.094"
Pt -0.069 -0.333 0.207 -0.26 -0.53 0.44
C -1.742 -2.147 1.440 -0.07 0.03 -0.40
C -1.031 -3.485 1.259 0.04 -0.04 0.02
C -0.335 -3.921 2.550 0.02 0.06 0.00
C -0.071 -3.454 0.107 0.01 -0.05 0.06
C 0.554 -4.518 -0.556 -0.08 0.02 -0.05
C 1.305 -3.919 -1.549 -0.06 -0.01 -0.06
N 1.132 -2.594 -1.472 0.06 0.03 0.08
N 0.310 -2.309 -0.451 0.19 0.08 -0.03
B 1.664 -1.457 -2.372 0.06 -0.16 -0.11
N 2.361 -0.424 -1.448 -0.26 0.13 -0.01
C 3.607 0.026 -1.614 0.02 -0.05 -0.05
C 3.893 0.935 -0.623 0.08 -0.02 0.04
C 2.738 0.999 0.156 -0.07 -0.11 -0.13
N 1.810 0.181 -0.360 0.17 0.31 -0.23
C 2.525 1.796 1.389 -0.02 0.13 0.16
C 3.448 1.328 2.514 0.02 -0.03 0.01
C 2.708 3.287 1.107 -0.05 0.02 0.01
N 0.564 -0.857 -3.239 -0.08 0.08 -0.01
C 0.547 -0.827 -4.588 0.03 -0.02 0.00
C -0.626 -0.241 -4.990 -0.02 0.02 0.00
C -1.294 0.068 -3.786 0.02 -0.03 0.05
N -0.568 -0.307 -2.742 0.01 -0.03 0.04
C -2.634 0.732 -3.630 0.00 -0.04 -0.08
C -2.597 2.153 -4.200 0.01 0.02 -0.01
C -3.107 0.748 -2.184 -0.01 0.03 -0.01
H -2.443 -2.176 2.275 0.04 0.07 0.03
H -2.305 -1.869 0.543 -0.01 -0.03 0.01
H -1.003 -1.354 1.707 0.04 0.03 0.20
H -1.792 -4.232 1.010 -0.01 0.00 0.04
H 0.428 -3.192 2.831 0.00 0.00 0.00
H 0.152 -4.888 2.427 0.00 0.00 -0.01
H -1.053 -4.000 3.368 0.00 0.00 0.00
H 0.452 -5.569 -0.350 0.01 0.00 -0.01
H 1.936 -4.341 -2.314 -0.01 -0.01 0.00
H 2.503 -1.909 -3.106 0.04 0.00 0.06
H 4.204 -0.345 -2.429 -0.01 0.01 0.00
H 4.817 1.464 -0.465 -0.01 0.01 0.01
H 1.503 1.598 1.690 -0.28 0.07 0.14
H 4.496 1.471 2.245 0.00 0.01 0.00
H 3.295 0.270 2.731 0.00 0.00 -0.01
H 3.250 1.894 3.427 0.00 0.00 -0.02
H 3.731 3.498 0.788 0.01 -0.01 -0.01
H 2.515 3.880 2.003 -0.01 -0.03 0.01
H 2.036 3.627 0.317 0.00 -0.01 0.01
H 1.370 -1.230 -5.156 0.00 0.00 -0.01
H -0.962 -0.065 -5.999 0.01 0.00 0.00
H -3.349 0.153 -4.226 -0.02 0.01 0.02
H -1.848 2.750 -3.674 -0.01 0.00 0.01
H -3.566 2.642 -4.086 -0.01 -0.01 -0.01
H -2.339 2.151 -5.260 0.02 0.00 0.01
H -2.421 1.338 -1.577 -0.02 0.00 -0.03
H -3.149 -0.259 -1.764 0.03 0.00 0.00
H -4.099 1.197 -2.115 0.00 -0.01 0.00
F -2.124 2.330 6.268 0.01 -0.02 0.01
C -1.835 2.102 4.968 0.04 0.07 0.03
C -2.518 1.117 4.290 -0.01 -0.06 -0.06
C -2.219 0.909 2.952 0.08 -0.08 0.10
C -1.243 1.650 2.280 -0.20 0.05 -0.05
C -1.018 1.399 0.819 0.48 -0.16 -0.17
C -0.599 2.653 3.009 -0.01 -0.11 -0.11
C -0.881 2.882 4.348 -0.01 -0.01 0.03
H -3.276 0.538 4.801 -0.01 0.01 0.00
H -2.766 0.147 2.410 -0.05 0.06 -0.01
H -0.738 2.305 0.279 0.09 0.03 0.10
H -1.968 1.046 0.384 -0.09 0.22 0.05
H 0.118 3.295 2.521 0.14 0.05 -0.13
H -0.383 3.664 4.905 0.00 0.00 -0.01

=====

Record 4
78
Properties=species:S:1:pos:R:3:forces:R:3 method="wB97M-V/def2-TZVPD" charge=+2 orbital_gap_ev=1.37 lumo_energy_ev=-8.436
C -0.478 2.663 1.112 0.35 0.32 -0.33
C 0.974 2.049 0.854 -0.54 0.10 0.15
I 1.839 3.258 -0.787 -0.17 -0.59 0.28
C 1.969 2.178 2.088 1.15 0.98 -1.27
N 1.720 1.202 3.209 0.22 -1.43 0.52
C 1.073 1.678 4.437 -1.24 0.69 1.78
O 1.525 2.312 5.401 -1.39 -2.18 -4.21
C -0.412 1.104 4.285 -2.61 -1.99 -0.72
C -1.751 1.494 4.949 0.67 -3.29 -2.77
C -3.013 0.654 4.523 2.71 -1.11 -1.53
C -2.926 -0.511 3.423 3.54 1.57 1.11
C -1.544 -0.883 2.764 0.53 1.99 2.78
C -1.323 -2.029 1.659 -0.47 2.11 -0.43
C -2.138 -1.571 0.309 -0.67 -0.87 0.27
F -2.395 -0.131 0.321 0.51 -1.64 0.27
C -0.306 -0.062 3.242 -2.34 0.31 1.63
C 1.248 -0.142 2.879 -0.79 1.11 0.37
O 1.976 -1.091 2.443 -2.41 2.05 0.89
H -1.204 1.911 1.547 0.93 0.51 -0.39
H -0.884 3.022 0.098 0.45 -0.44 1.74
H -0.376 3.527 1.850 -0.27 -0.93 -1.14
H 0.876 1.000 0.418 0.33 1.22 0.69
H 1.862 3.257 2.483 0.31 -1.80 -0.35
H 3.054 2.051 1.735 -1.70 0.21 0.49
H -1.780 2.329 5.717 -0.11 -1.28 -1.12
H -4.046 0.854 4.988 1.84 -0.28 -0.72
H -3.836 -1.108 3.084 1.24 1.00 0.75
H -0.212 -1.986 1.339 -1.63 -0.08 0.60
H -1.641 -3.069 2.013 0.35 1.45 -0.51
H -1.555 -1.808 -0.645 -0.82 0.60 1.34
H -3.172 -2.072 0.300 1.58 0.84 0.00
C -0.802 0.556 -3.950 -0.24 0.18 0.06
C -0.084 -0.015 -2.739 0.35 0.03 -0.81
C 1.359 -0.365 -3.065 0.19 0.05 0.17
O -0.763 -1.185 -2.287 -0.18 -0.40 0.32
H -0.827 -0.172 -4.768 0.15 0.03 0.05
H -1.841 0.792 -3.705 0.10 0.04 0.02
H -0.312 1.465 -4.307 -0.03 -0.09 0.01
H -0.111 0.709 -1.921 -0.09 -0.10 0.09
H 1.410 -1.125 -3.851 -0.10 0.12 -0.04
H 1.859 -0.785 -2.187 0.01 0.10 0.00
H 1.913 0.516 -3.396 -0.03 -0.08 0.03
H -0.749 -1.840 -3.000 -0.01 0.12 0.05
C 3.451 7.445 2.534 -0.30 -0.01 -0.30
C 3.888 6.070 2.106 -0.26 -0.19 -0.44
O 3.314 5.473 1.211 0.19 0.18 0.56
C 5.062 5.461 2.825 -0.04 -0.35 -0.22
H 2.596 7.758 1.930 0.13 -0.05 0.06
H 3.151 7.430 3.584 0.21 0.12 0.03
H 4.265 8.158 2.383 -0.01 -0.01 0.23
H 4.833 5.358 3.888 0.16 0.19 0.02
H 5.947 6.085 2.688 -0.05 0.03 0.22
H 5.265 4.470 2.413 -0.01 0.14 0.02
C -3.104 -6.566 -3.427 -0.65 -0.48 -0.22
C -2.598 -5.126 -3.663 -0.76 -0.20 0.41
C -1.105 -4.978 -3.955 0.47 0.21 -0.49
F -0.333 -5.398 -2.934 -0.11 0.07 0.07
F -0.792 -3.667 -4.152 -0.26 0.14 -0.02
F -2.967 -4.350 -2.610 0.32 0.07 0.04
F -3.279 -4.641 -4.740 0.48 -0.20 -0.01
O -3.261 -6.983 -2.063 1.50 0.44 0.41
C -2.122 -7.495 -1.406 -1.26 -0.78 -1.69
C -1.704 -6.631 -0.212 -0.04 0.05 0.57
F -1.410 -5.365 -0.594 -0.03 0.10 -0.01
F -0.588 -7.127 0.382 -0.09 -0.11 -0.19
F -1.127 -7.679 -2.291 0.25 0.10 0.55
F -2.465 -8.725 -0.969 0.18 0.48 0.47
H -4.121 -6.597 -3.829 0.10 0.21 0.18
H -2.555 -7.304 -4.018 0.19 0.23 0.17
H -0.822 -5.525 -4.858 -0.14 -0.03 0.01
H -2.501 -6.583 0.534 -0.10 -0.18 -0.15
Na -3.388 1.593 2.197 0.03 0.39 -0.76
C 2.551 6.010 -3.624 -1.31 1.11 0.60
O 2.725 4.697 -3.613 0.12 -0.29 0.22
H 2.941 6.560 -4.504 0.51 -0.31 -0.37
H 1.503 6.378 -3.598 -0.22 -0.49 -0.25
H 2.999 6.586 -2.794 0.76 -0.25 0.18
Ca 1.618 -3.421 2.320 0.39 0.53 -0.04